{
  "formula": "C3H11N2O",
  "method": "ωB97M-V/def2-TZVPD",
  "charge": 1,
  "energy_ev": -8310.1392,
  "fmax_ha_per_bohr": 0.0267,
  "de_lowest_kj_mol": 159.5,
  "homo_energy_ev": -14.661,
  "symbols": ["C", "C", "N", "C", "N", "H", "H", "H", "H", "H", "H", "H", "H", "H", "H", "H", "O"],
  "coordinates": [[-2.65616, -0.29700, -1.18200], [-1.67474, 0.14362, -0.11750], [1.97114, 0.63365, -0.14207], [0.67874, 0.91115, -0.12847], [-0.29254, 0.18261, -0.61750], [-3.22827, 0.49175, -1.66291], [-2.25085, -0.96056, -1.93760], [-3.44666, -0.86033, -0.68832], [-1.88149, 1.13176, 0.31566], [-1.72597, -0.52431, 0.74867], [2.52691, 0.13815, -0.82692], [2.47743, 0.62695, 0.75291], [0.35059, 1.89171, 0.23347], [-0.10171, -0.52732, -1.32381], [3.78031, -0.92030, 1.88682], [2.66548, -1.10111, 2.82066], [2.80778, -0.96041, 1.86891]],
  "forces_ev_per_angstrom": [[-1.141, -0.062, 0.355], [-0.199, 1.036, 0.232], [1.194, 0.489, -0.147], [-0.779, -0.184, -0.413], [0.461, -0.302, -0.847], [0.528, 0.365, -0.202], [0.302, -0.033, -0.076], [0.069, -0.234, 0.078], [-0.201, -0.113, -0.348], [0.400, -0.187, -0.290], [-0.936, -0.604, -0.189], [-0.443, 0.727, -0.204], [0.127, -0.628, 1.216], [0.358, -0.211, 0.592], [-0.197, -0.136, -0.419], [-0.491, -0.009, -0.301], [0.947, 0.087, 0.962]]
}